1.
Here is C20H60Ba2F6O16 as an isolated structure in a non-equilibrium geometry from the Open Molecules 2025 dataset. Energies are from ωB97M-V with the def2-TZVPD basis set.

charge: +2
Kohn-Sham gap: 0.158 hartree
energy above the lowest of the compared OMol25 structures with the same formula, charge and spin: 134.5 kJ/mol

Last column: Löwdin charge in e.
Positions of all 104 atoms, in Å:
Ba (1.301, 0.418, 3.488)  1.8725
Ba (-2.346, -0.957, 5.001)  1.9275
C (-1.212, -0.338, 1.278)  -0.4688
O (0.130, -0.015, 0.955)  -0.2247
O (-1.349, -0.170, 2.629)  -0.5590
C (-2.263, 0.387, 0.471)  -0.5861
F (-2.140, 1.708, 0.636)  0.1549
F (-2.114, 0.112, -0.830)  0.1708
F (-3.484, 0.007, 0.817)  0.1630
C (0.587, -0.330, -0.366)  -0.2227
C (2.108, -0.309, -0.341)  -0.0405
H (2.492, -0.762, -1.259)  0.0811
H (2.469, 0.713, -0.260)  0.0753
H (2.499, -0.976, 0.434)  0.0691
H (0.253, 0.410, -1.091)  0.1246
H (0.241, -1.315, -0.694)  0.1180
H (-1.328, -1.416, 1.058)  0.1543
C (4.141, 2.299, 1.826)  -0.5035
O (5.431, 2.510, 2.337)  -0.0639
O (3.548, 1.394, 2.621)  -0.4166
C (3.248, 3.531, 1.729)  -0.5593
F (3.071, 4.138, 2.918)  0.1452
F (3.732, 4.441, 0.886)  0.1585
F (2.012, 3.191, 1.273)  0.0846
C (6.405, 3.327, 1.687)  -0.2491
C (6.456, 4.747, 2.165)  -0.0766
H (5.733, 5.446, 1.765)  0.0624
H (6.382, 4.739, 3.252)  0.0871
H (7.431, 5.174, 1.909)  0.0844
H (6.391, 3.166, 0.604)  0.1265
H (7.342, 2.882, 2.030)  0.1208
H (4.234, 1.904, 0.789)  0.1542
C (-4.965, -1.901, 2.614)  -0.0961
O (-3.795, -2.451, 3.265)  -0.3286
H (-4.873, -1.921, 1.534)  0.0657
H (-5.862, -2.423, 2.927)  0.1012
H (-5.024, -0.840, 2.877)  0.0825
H (-3.950, -3.399, 3.382)  0.1019
C (2.652, -2.800, -4.355)  -0.1680
O (4.039, -2.594, -4.575)  -0.0983
H (2.052, -2.380, -5.172)  0.0808
H (2.532, -3.876, -4.329)  0.0769
H (2.226, -2.286, -3.480)  0.0560
H (4.178, -1.752, -5.014)  0.0649
C (-2.860, 3.572, -1.787)  -0.1089
O (-2.533, 4.453, -0.706)  -0.1369
H (-3.831, 3.856, -2.199)  0.0974
H (-2.089, 3.505, -2.554)  0.0856
H (-3.030, 2.579, -1.384)  0.0573
H (-2.582, 5.339, -1.087)  0.1065
C (1.086, 4.478, -1.934)  -0.1425
O (0.040, 5.326, -2.368)  -0.1101
H (1.146, 4.467, -0.840)  0.0627
H (0.921, 3.430, -2.232)  0.0674
H (2.001, 4.830, -2.395)  0.0886
H (-0.789, 4.926, -2.094)  0.0127
C (-0.764, -5.010, 1.942)  -0.1646
O (-1.879, -5.821, 1.591)  -0.1095
H (-0.648, -4.167, 1.242)  0.0545
H (-1.031, -4.593, 2.916)  0.0605
H (0.191, -5.533, 2.009)  0.0833
H (-1.647, -6.430, 0.884)  0.0833
C (3.394, -3.883, 1.285)  -0.1521
O (4.740, -3.578, 1.679)  -0.1120
H (2.707, -3.447, 2.018)  0.0654
H (3.144, -3.333, 0.374)  0.0490
H (3.396, -4.969, 1.273)  0.0927
H (5.330, -4.246, 1.319)  0.0816
C (1.742, 0.834, -4.541)  -0.1852
O (2.819, 1.291, -5.306)  -0.0785
H (0.886, 1.482, -4.725)  0.0830
H (1.429, -0.190, -4.791)  0.0607
H (1.835, 0.795, -3.440)  0.0606
H (3.561, 0.684, -5.248)  0.0713
C (-6.498, -2.219, -0.734)  -0.1588
O (-6.854, -3.102, 0.301)  -0.1249
H (-7.375, -1.891, -1.305)  0.0902
H (-5.986, -1.322, -0.371)  0.0627
H (-5.905, -2.759, -1.469)  0.0809
H (-7.640, -2.788, 0.755)  0.0829
C (-2.412, -4.017, -1.354)  -0.1639
O (-2.013, -3.614, -2.645)  -0.1131
H (-3.486, -4.175, -1.377)  0.0793
H (-1.944, -4.980, -1.104)  0.0680
H (-2.127, -3.291, -0.577)  0.0545
H (-1.049, -3.669, -2.705)  0.0367
C (-5.106, 3.442, 1.232)  -0.1665
O (-4.255, 4.525, 1.526)  -0.1272
H (-5.255, 3.304, 0.157)  0.0797
H (-4.695, 2.505, 1.644)  0.0527
H (-6.064, 3.638, 1.707)  0.0810
H (-3.534, 4.569, 0.879)  0.0286
C (1.508, -4.282, -1.411)  -0.1656
O (0.645, -4.634, -2.479)  -0.1088
H (1.479, -3.220, -1.180)  0.0536
H (1.315, -4.847, -0.485)  0.0684
H (2.553, -4.542, -1.623)  0.0923
H (0.830, -5.567, -2.634)  0.1087
C (-0.711, 3.516, 2.480)  -0.1146
O (0.277, 3.275, 3.509)  -0.2129
H (-1.674, 3.051, 2.680)  0.0734
H (-0.890, 4.591, 2.393)  0.1037
H (-0.267, 3.217, 1.537)  0.0678
H (-0.164, 3.204, 4.361)  0.0643

2.
Here is C25H28F5O2Ti as an isolated structure in a non-equilibrium geometry from the Open Molecules 2025 dataset. Energies are from ωB97M-V with the def2-TZVPD basis set.

charge: +1
Kohn-Sham gap: 0.287 hartree

Last column: natural (NBO) charge in e.
Positions of all 61 atoms, in Å:
O (1.378, 1.348, -3.285)  -0.5904
C (0.339, 1.373, -4.343)  -0.0651
C (1.214, 1.821, -5.487)  -0.4759
H (-0.429, 2.098, -4.054)  0.1887
H (-0.107, 0.383, -4.540)  0.1784
C (2.278, 1.704, -4.378)  0.2766
H (0.969, 2.831, -5.801)  0.2218
H (1.284, 1.105, -6.302)  0.2213
C (2.982, 3.025, -4.165)  -0.6227
H (2.260, 3.821, -3.971)  0.2171
H (3.498, 3.292, -5.095)  0.2248
H (3.730, 2.947, -3.370)  0.2130
C (3.253, 0.575, -4.651)  -0.6252
H (2.711, -0.363, -4.816)  0.2080
H (3.949, 0.480, -3.809)  0.2132
H (3.833, 0.783, -5.559)  0.2272
Ti (-0.002, -0.857, 1.899)  1.0698
C (0.205, -3.030, 2.598)  -0.3095
C (-1.177, -2.866, 2.262)  -0.1956
C (-1.262, -2.595, 0.854)  -0.2921
H (-2.023, -3.047, 2.908)  0.2703
C (0.057, -2.691, 0.316)  -0.1824
C (0.968, -2.908, 1.389)  -0.3022
H (2.047, -3.070, 1.264)  0.2611
H (0.589, -3.322, 3.574)  0.2713
H (-2.189, -2.453, 0.301)  0.2576
H (0.315, -2.814, -0.730)  0.2448
C (0.876, -0.418, 3.949)  -0.2903
C (1.968, -0.914, 3.161)  -0.2248
C (2.188, -0.001, 2.080)  -0.3019
H (2.589, -1.778, 3.400)  0.2602
C (1.251, 1.082, 2.219)  -0.2476
C (0.472, 0.843, 3.390)  -0.2177
H (-0.232, 1.543, 3.829)  0.2733
H (0.465, -0.887, 4.834)  0.2838
H (2.983, -0.068, 1.340)  0.2607
H (1.219, 1.980, 1.605)  0.2600
O (-0.613, 0.201, 0.153)  -0.5779
C (0.606, 0.040, -0.709)  -0.0785
C (0.044, -0.580, -1.967)  -0.4318
H (1.434, -0.525, -0.222)  0.2237
H (0.960, 1.065, -0.898)  0.2329
C (-1.152, 0.325, -2.124)  -0.4407
H (-0.311, -1.598, -1.821)  0.1969
H (0.785, -0.558, -2.762)  0.2718
C (-1.789, 0.364, -0.764)  -0.0409
H (-1.785, 0.093, -2.975)  0.2454
H (-0.761, 1.333, -2.272)  0.2212
H (-2.482, -0.469, -0.604)  0.1890
H (-2.262, 1.328, -0.525)  0.2314
F (-1.473, -1.903, 5.012)  -0.3374
C (-2.327, -1.023, 4.395)  0.3380
C (-1.957, -0.391, 3.203)  -0.3798
C (-2.824, 0.608, 2.796)  0.3350
F (-2.427, 1.489, 1.818)  -0.3344
C (-4.055, 0.888, 3.411)  0.2650
F (-4.842, 1.869, 2.932)  -0.2823
C (-4.396, 0.193, 4.571)  0.2884
F (-5.520, 0.493, 5.234)  -0.2741
C (-3.523, -0.771, 5.073)  0.2613
F (-3.779, -1.418, 6.229)  -0.2814

3.
Here is a 2-piece molecular cluster, C41H39Cl4F6N3O2 overall in a non-equilibrium geometry from the Open Molecules 2025 dataset. Energies are from ωB97M-V with the def2-TZVPD basis set.

Kohn-Sham gap: 0.128 hartree
energy above the lowest of the compared OMol25 structures with the same formula, charge and spin: 94.5 kJ/mol

Last column: Löwdin charge in e.
Positions of all 95 atoms, in Å:
Cl (-1.268, -4.180, -8.079)  0.7155
C (-1.775, -2.672, -7.401)  -0.6700
C (-1.521, -2.399, -6.083)  -0.5923
Cl (-0.738, -3.569, -5.091)  0.7492
C (-1.885, -1.148, -5.482)  -0.3338
O (-1.595, -0.895, -4.324)  0.1345
C (-2.611, -0.174, -6.331)  -0.3386
O (-2.992, 0.893, -5.887)  0.1434
C (-2.841, -0.527, -7.704)  -0.5939
Cl (-3.647, 0.618, -8.708)  0.7500
C (-2.430, -1.726, -8.221)  -0.6703
Cl (-2.689, -2.078, -9.895)  0.7136
C (1.458, -3.968, 0.429)  -0.0488
C (1.888, -3.101, -0.749)  -0.3734
C (2.094, -3.956, -2.003)  -0.0693
C (3.121, -2.290, -0.402)  -0.1247
C (4.379, -2.845, -0.570)  -0.0315
C (5.518, -2.168, -0.197)  -0.0591
C (5.415, -0.923, 0.378)  -0.0347
C (4.180, -0.341, 0.585)  -0.1318
C (4.084, 1.014, 1.242)  -0.3846
C (4.748, 2.085, 0.383)  -0.0544
C (4.663, 0.988, 2.653)  -0.0541
C (3.020, -1.017, 0.186)  -0.0642
N (1.740, -0.402, 0.451)  0.0035
N (1.306, -0.136, 1.682)  0.1414
N (0.085, 0.334, 1.551)  -0.0079
C (-0.706, 0.834, 2.659)  -0.0631
C (-1.106, 2.182, 2.741)  -0.1016
C (-0.687, 3.182, 1.680)  -0.3496
C (0.831, 3.284, 1.591)  -0.0342
C (-1.318, 4.562, 1.874)  -0.0704
C (-1.860, 2.591, 3.832)  -0.0248
C (-2.222, 1.705, 4.821)  -0.0519
C (-1.813, 0.394, 4.749)  -0.0298
C (-1.052, -0.055, 3.685)  -0.1325
C (-0.603, -1.498, 3.639)  -0.3825
C (-1.800, -2.443, 3.591)  -0.0518
C (0.306, -1.828, 4.821)  -0.0536
C (-0.339, 0.367, 0.192)  -0.0801
C (-1.625, 0.812, -0.304)  -0.1344
C (-2.813, 0.326, 0.262)  0.0603
C (-4.033, 0.802, -0.140)  -0.0925
C (-5.301, 0.175, 0.418)  -0.5532
F (-6.262, 1.120, 0.478)  0.1402
F (-5.680, -0.827, -0.404)  0.1482
F (-5.041, -0.312, 1.651)  0.1343
C (-4.096, 1.828, -1.070)  0.0572
C (-2.940, 2.356, -1.620)  -0.0880
C (-3.018, 3.619, -2.467)  -0.5500
F (-1.767, 4.026, -2.774)  0.1356
F (-3.724, 3.361, -3.588)  0.1474
F (-3.642, 4.569, -1.735)  0.1415
C (-1.721, 1.815, -1.285)  0.0392
C (0.791, -0.041, -0.547)  -0.2564
C (0.898, -0.160, -1.896)  0.0157
H (1.260, -3.363, 1.313)  0.0661
H (0.561, -4.543, 0.197)  0.0807
H (2.245, -4.677, 0.681)  0.0824
H (1.077, -2.387, -0.959)  0.1077
H (2.485, -3.361, -2.828)  0.0844
H (2.806, -4.758, -1.808)  0.0678
H (1.167, -4.429, -2.328)  0.0705
H (4.475, -3.834, -0.982)  0.1060
H (6.487, -2.614, -0.346)  0.1059
H (6.306, -0.398, 0.673)  0.1111
H (3.011, 1.248, 1.319)  0.0900
H (4.314, 2.111, -0.616)  0.0848
H (4.647, 3.075, 0.827)  0.0776
H (5.812, 1.879, 0.275)  0.0741
H (4.165, 0.239, 3.268)  0.0798
H (5.723, 0.741, 2.624)  0.0732
H (4.565, 1.956, 3.145)  0.0785
H (-1.060, 2.792, 0.723)  0.1066
H (1.270, 2.315, 1.362)  0.0460
H (1.145, 3.992, 0.825)  0.0886
H (1.247, 3.620, 2.539)  0.0929
H (-2.406, 4.497, 1.906)  0.0830
H (-0.978, 5.011, 2.806)  0.0805
H (-1.047, 5.242, 1.068)  0.0823
H (-2.178, 3.615, 3.922)  0.1007
H (-2.823, 2.037, 5.652)  0.1091
H (-2.093, -0.291, 5.530)  0.1126
H (-0.024, -1.623, 2.709)  0.1048
H (-2.444, -2.227, 2.740)  0.0718
H (-1.484, -3.484, 3.529)  0.0805
H (-2.404, -2.341, 4.491)  0.0761
H (1.173, -1.169, 4.846)  0.0811
H (-0.234, -1.704, 5.758)  0.0748
H (0.659, -2.859, 4.782)  0.0799
H (-2.770, -0.441, 1.014)  0.1194
H (-5.052, 2.241, -1.342)  0.1352
H (-0.826, 2.237, -1.705)  0.1337
H (0.044, -0.031, -2.530)  0.0255
H (1.814, -0.474, -2.351)  0.0419

Number 1: E_HOMO -12.680 eV, E -72146.8033 eV, LUMO level -8.39 eV. Number 2: E_HOMO -11.769 eV, E -67167.9133 eV, LUMO level -3.96 eV. Number 3: E_HOMO -6.199 eV, E -118108.0919 eV, LUMO level -2.71 eV.